# 1
DFT (wB97M-V/def2-TZVPD) results for F2NO4S2Sn as an isolated structure.

Each line ends with the Mulliken charge.
CARTESIAN COORDINATES (ANGSTROEM)
Sn1 6.49 3.21 3.38  1.46
S1 3.48 3.84 2.99  1.28
S2 4.36 6.39 2.87  1.11
F1 3.51 6.71 4.15  -0.20
F2 3.08 3.72 4.49  -0.16
O1 5.67 7.02 3.10  -0.59
O2 2.33 4.14 2.18  -0.43
O3 3.62 6.75 1.73  -0.46
O4 4.28 2.57 2.70  -0.65
N1 4.64 4.86 3.07  -0.38

Computed properties:
HOMO energy = -15.29 eV
E_LUMO = -8.0 eV
total energy = -1565.771226 a.u.
frontier orbital gap = 7.253 eV
net charge = +1

# 2
DFT (wB97M-V/def2-TZVPD) results for a 9-piece molecular cluster, C5H27NO9S overall.

Each line ends with the Mulliken charge.
CARTESIAN COORDINATES (ANGSTROEM)
S1 0.20 -3.18 -0.60  -0.24
O1 -0.66 1.89 -2.20  -0.76
O2 3.17 -0.52 -2.27  -0.64
O3 -1.33 1.70 3.05  -0.61
O4 3.97 -0.72 1.51  -0.64
O5 -3.76 0.07 1.62  -0.65
O6 1.41 -1.27 2.07  -0.55
O7 -2.65 1.55 -0.45  -0.61
O8 1.03 0.36 -3.58  -0.71
O9 -1.53 -0.29 -3.69  -0.74
N1 -0.04 0.25 1.24  0.47
C1 0.27 -1.00 1.67  0.21
C2 0.80 2.43 0.35  -0.92
C3 1.18 1.12 1.07  -0.12
C4 -1.14 -2.74 0.52  -0.45
C5 -0.71 -2.09 1.90  -0.67
H1 1.86 0.85 -3.65  0.29
H2 -1.82 -3.57 0.75  0.43
H3 3.92 -1.54 2.00  0.30
H4 -1.42 -0.95 -3.00  0.33
H5 3.77 -1.26 -2.36  0.27
H6 3.27 -0.19 -1.37  0.33
H7 -3.53 1.00 1.72  0.29
H8 -1.66 -1.84 2.44  0.31
H9 1.45 2.81 -0.44  0.36
H10 -1.73 0.99 2.53  0.19
H11 -0.78 0.59 0.64  0.29
H12 -2.83 2.44 -0.11  0.37
H13 3.27 -0.17 1.86  0.37
H14 1.78 0.54 0.36  -0.11
H15 -1.14 1.38 -2.88  0.44
H16 -0.24 -2.81 2.58  0.35
H17 -1.63 -1.92 -0.01  0.02
H18 -0.12 2.12 -0.25  0.00
H19 0.16 1.33 -2.26  0.33
H20 -0.81 1.13 3.63  0.36
H21 1.35 -0.48 -3.19  0.37
H22 -1.94 1.76 -1.11  0.20
H23 0.83 -4.04 0.23  0.12
H24 -3.55 -0.07 0.69  0.33
H25 0.54 3.23 1.06  0.20
H26 1.49 1.30 2.09  0.48
H27 -0.69 -0.19 -4.16  0.39

Computed properties:
HOMO energy = -9.45 eV
E_LUMO = 0.1 eV
total energy = -1336.790992 a.u.
SMILES string = CCNC(=O)CCS.O.O.O.O.O.O.O.O
frontier orbital gap = 9.532 eV

# 3
DFT (wB97M-V/def2-TZVPD) results for C36H28I2N6NaO2S2Sb as an isolated structure.

Each line ends with the Mulliken charge.
CARTESIAN COORDINATES (ANGSTROEM)
I1 -3.13 -4.28 3.44  -0.10
I2 2.24 -6.33 5.09  -0.05
Sb1 -2.42 2.96 -0.53  0.62
S1 3.83 -0.05 -1.43  -0.60
S2 1.80 1.62 0.72  0.57
Na1 -0.20 -0.37 0.83  0.52
O1 -1.25 -2.06 2.18  -0.57
O2 1.05 -1.34 -0.94  1.48
N1 -2.48 -0.11 -0.49  0.64
N2 4.85 6.85 0.19  -0.67
N3 -1.25 1.84 2.04  -0.08
N4 -0.67 1.47 -2.47  -0.23
N5 7.27 4.87 -2.54  -0.67
N6 1.43 -1.70 2.22  1.05
C1 0.32 3.54 -1.77  -0.45
C2 0.48 -0.12 -3.88  -1.24
C3 6.40 4.35 -1.99  -0.05
C4 -0.25 -4.98 4.11  -0.38
C5 -0.21 4.24 3.00  -0.57
C6 -1.38 2.98 1.35  -0.08
C7 2.73 -1.55 2.13  -0.50
C8 -1.05 -4.03 3.47  -0.53
C9 -4.43 -1.45 -0.81  -0.85
C10 1.74 -3.76 3.46  0.92
C11 1.45 3.27 -2.53  -0.31
C12 4.03 1.62 -0.99  0.12
C13 -0.62 1.89 3.22  1.03
C14 4.71 5.74 -0.08  -0.13
C15 -5.23 -0.33 -0.76  -0.42
C16 5.32 3.69 -1.33  0.73
C17 3.14 -3.56 3.36  -0.75
C18 3.63 -2.47 2.69  -1.05
C19 1.11 -4.85 4.11  -0.08
C20 -3.25 0.98 -0.50  -0.17
C21 0.92 -2.78 2.84  -0.62
C22 1.58 -2.57 -1.35  -1.16
C23 -0.46 0.60 3.98  -1.42
C24 0.43 1.20 -3.17  0.34
C25 5.06 2.35 -1.59  -0.88
C26 -2.14 -2.49 -0.78  -0.71
C27 -0.08 3.07 3.73  -0.55
C28 -0.89 4.20 1.80  -0.50
C29 -0.55 -2.90 2.80  0.76
C30 -0.70 2.60 -1.76  0.19
C31 1.51 2.07 -3.22  -0.30
C32 -4.63 0.91 -0.63  -0.88
C33 3.19 2.31 -0.05  -0.97
C34 4.50 4.36 -0.40  0.62
C35 3.47 3.66 0.21  -0.93
C36 -3.04 -1.31 -0.68  0.68
H1 3.07 -0.67 1.59  0.08
H2 -0.72 -5.82 4.60  0.30
H3 2.29 3.95 -2.54  0.52
H4 -4.85 -2.44 -0.95  0.45
H5 2.41 1.79 -3.76  0.35
H6 1.79 -0.67 -0.98  -0.88
H7 1.46 -0.58 -3.75  0.23
H8 -1.90 -2.85 0.23  0.05
H9 0.21 5.17 3.37  0.40
H10 -1.17 -0.14 3.62  0.28
H11 -5.22 1.82 -0.64  0.37
H12 2.83 4.17 0.91  0.54
H13 -1.20 -2.20 -1.25  -0.37
H14 -6.31 -0.42 -0.86  0.37
H15 0.31 0.01 -4.96  0.44
H16 1.67 -2.64 -2.44  0.28
H17 0.26 4.43 -1.16  0.21
H18 -1.03 5.09 1.20  0.38
H19 4.70 -2.32 2.58  0.46
H20 2.58 -2.73 -0.92  0.32
H21 0.54 0.20 3.82  0.08
H22 -0.60 0.76 5.05  0.53
H23 0.44 3.06 4.67  0.38
H24 5.69 1.83 -2.30  0.46
H25 -0.29 -0.78 -3.48  0.05
H26 3.81 -4.28 3.81  0.13
H27 0.92 -3.37 -1.00  0.29
H28 -2.61 -3.30 -1.34  0.50

Computed properties:
HOMO energy = -1.55 eV
E_LUMO = 3.3 eV
total energy = -3662.153198 a.u.
frontier orbital gap = 4.807 eV
net charge = -2

# 4
DFT (wB97M-V/def2-TZVPD) results for a 2-piece molecular cluster, F2H2N2 overall.

Each line ends with the Mulliken charge.
CARTESIAN COORDINATES (ANGSTROEM)
F1 -1.82 0.59 -0.23  -0.12
F2 1.47 -0.82 0.73  -0.12
N1 0.85 0.40 0.74  -0.12
N2 -1.07 -0.53 -0.17  -0.12
H1 -0.90 -0.59 -1.15  0.25
H2 1.48 0.96 0.08  0.24

Computed properties:
HOMO energy (alpha / beta) = -10.81 / -10.52 eV
E_LUMO (alpha / beta) = -0.4 / -0.6 eV
total energy = -310.175625 a.u.
frontier orbital gap (alpha / beta) = 10.411 / 9.941 eV